Entry 1:
117
Properties=species:S:1:pos:R:3 method="wB97M-V/def2-TZVPD" e_tot_ha=-22487.7648 fmax_ha_per_bohr=0.22743 orbital_gap_ev=8.5 charge=0 e_above_lowest_ev=29.667
H -2.83309 -2.26158 4.06177
C 3.21811 -0.74637 -4.22602
H -1.10810 -3.79273 -2.45111
H -1.95171 4.31489 -0.00835
H -2.60688 -2.72050 1.73038
H 1.09348 1.81545 5.40161
C -1.76490 4.32378 1.06549
H 0.22066 4.44927 0.20747
H -0.26628 2.19047 1.19932
H 0.49352 -1.64441 -1.99045
H -0.06827 5.87558 1.07071
H -1.35501 4.87379 -3.41255
H 0.47050 -2.13338 -3.27357
H -0.79815 -3.94565 -4.22092
H 2.29388 3.77721 3.83391
H 3.36817 -0.55668 0.90803
C -0.32078 -1.56122 -1.27065
H 5.54297 -1.66867 -0.14601
H 1.59633 -2.28581 0.87823
H 0.85527 1.73933 -2.95001
H 1.26464 3.89598 1.93281
H 4.05485 -0.79007 -3.52885
C 1.59300 -4.17485 2.22528
H -2.09025 1.12844 0.90101
C 0.22134 4.03155 2.21788
H 1.18787 0.32039 1.52813
H 4.72793 -3.24202 -2.28746
C 0.45948 3.13155 -1.27851
C -0.74103 -0.05091 -1.13373
Br 1.47936 -1.57792 3.36792
C -1.49288 0.35234 2.67869
C -3.10241 0.80487 0.65822
H 2.29846 2.64038 1.25572
N 1.03554 0.78408 3.59711
C -2.41956 -2.58481 -3.57237
H -2.05132 1.57175 4.28573
Br -2.70656 -5.48794 -3.55170
Br -1.15745 -4.05667 3.41784
C 1.34604 1.04758 2.31080
H -3.71584 1.08727 1.51382
Br -2.01498 -3.66282 -1.12762
H -1.07904 -2.12476 4.03292
H -0.53946 0.76040 4.61713
C 0.55192 -0.80847 0.79618
N 2.87499 -2.36717 -1.82042
O -2.17620 -0.49337 4.82251
O -1.90747 3.13232 1.79006
C -3.61162 1.32440 -0.64715
H -3.20894 -2.57697 -2.82077
H 2.31148 -2.68880 -2.59443
C -1.55649 -3.87115 -3.44151
H -1.71101 0.04140 -0.64515
H 1.34572 -1.30924 -0.97898
C -2.12541 -3.69834 1.72000
H 0.00569 -0.62028 1.72047
H 2.99987 -2.61137 1.59866
H 0.15802 1.23601 0.47735
C -2.10726 -0.96640 2.52100
C 2.37116 -1.60263 -0.80930
H -1.66210 -1.63581 1.78491
C 1.34005 1.87835 4.35200
C -1.01715 3.89274 -3.07866
H 2.86234 1.33152 -3.51499
H -0.53579 2.23679 3.06603
H -3.17876 -0.89085 2.33588
H -0.62892 -4.91747 0.69671
C 0.98402 -1.41124 -3.90834
H -2.44650 5.08037 1.45423
C -1.52524 0.62385 4.17251
Br -1.35406 -0.97071 -3.37091
C 1.87229 2.83922 3.50398
C -0.59486 2.72258 2.09207
H 1.60453 -1.04754 0.94764
O -0.03978 -1.87773 0.09826
H 1.40883 -0.33581 -2.18851
H -1.92764 1.24401 2.22706
C 0.36791 0.35990 -0.13624
C 2.33423 0.48108 -3.94621
H -0.87738 0.42135 -2.10660
H 0.73571 -0.08333 4.01877
H -3.01413 -2.60189 -4.48577
H 1.19660 0.68750 -0.76398
H 0.07479 4.60724 3.13177
C -0.88245 3.81001 -1.53438
C -1.12695 -3.95116 0.61739
H 0.54352 -4.34575 2.46506
C -2.00713 -1.55944 3.94830
H 0.34639 -1.49362 -4.78853
Br -3.70483 3.27656 -0.62900
C -0.31147 4.81317 1.08640
H -2.97053 1.05841 -1.48761
C 4.16910 -2.64276 -1.58388
C 0.98412 2.78846 -2.68390
Br 2.08679 -5.40928 0.72733
H 0.37305 2.16194 -0.78811
H 1.14457 3.79634 -0.75237
H -1.61628 3.09503 -3.51775
H 3.61433 -0.62112 -5.23370
H 0.23927 0.55167 -3.17398
H -0.49229 0.30984 2.24843
H -0.32821 -3.22731 0.77907
H -2.97350 -4.38304 1.72604
H 2.02479 3.07802 -2.82965
C 1.14244 -0.05761 -3.20818
C 1.87975 2.31826 2.19771
C 1.93768 -2.70935 1.82280
Br -3.08095 -1.18447 0.42730
H 2.12594 -4.51115 3.11464
O 2.32249 -1.79973 -4.08407
H -1.20642 -2.17145 -1.44768
C 3.38851 -1.21054 0.04869
H 1.95854 0.83780 -4.90522
C 4.52583 -1.78790 -0.48897
O 0.23357 3.63306 -3.58408
H -0.86888 4.78573 -1.04870
H -4.58540 0.89227 -0.87756
H -1.71625 3.25846 -1.10003

Entry 2:
121
Properties=species:S:1:pos:R:3 method="wB97M-V/def2-TZVPD" e_tot_ha=-2819.9407 fmax_ha_per_bohr=0.06717 orbital_gap_ev=9.2 charge=+1
H 8.32248 -5.31395 4.30329
O 7.09915 0.40668 4.45456
C 1.74556 1.33002 1.63163
C 7.26178 1.64288 3.95977
H 2.18448 10.05825 3.04898
C -1.14221 -0.65300 3.22261
H -7.67528 -1.21134 0.03191
C 2.48879 -0.44765 4.37643
H 8.40333 -6.72515 3.23887
H -1.45069 0.68613 -0.25135
H -2.03401 -4.71382 -0.47490
H -9.65167 -0.42553 -6.52995
H -4.88866 -0.59395 -0.36529
C 2.88873 5.37382 4.10971
C 0.54089 3.78937 2.00391
H 0.63719 1.50451 -0.31419
C 1.32086 1.15188 -7.19743
H -0.16548 4.54857 2.42806
H 9.43762 3.89461 4.74114
O -0.06434 0.94797 -7.47744
H 2.36337 1.00483 -0.44760
H -2.36129 0.69159 -2.18607
H -4.58271 -0.03991 -5.69559
H 2.81655 5.28028 3.02504
C -5.73449 -1.02537 -1.00091
H -2.29156 -0.91046 -0.05283
H 8.85539 3.55533 3.10511
C -3.71096 -3.27492 -0.17473
C -5.04319 -1.95269 -2.08425
C 1.41555 0.83077 0.15330
C -0.48045 1.49260 -8.63044
O 1.48427 7.52409 3.48189
C 3.92153 -5.85543 6.29660
H -9.84123 -2.17148 -6.74730
H -2.88954 0.69758 2.39561
H 2.46156 0.60603 4.79306
H -5.40722 -4.03694 -1.46541
C 1.21147 2.78880 1.86238
O -7.22720 0.23988 -5.65182
H -3.43338 1.46603 -9.94391
H -3.93819 -0.19707 -7.33593
H -1.91269 1.31061 -10.83538
C -0.26995 -0.02406 2.05776
H 0.81870 1.03466 3.43647
H -5.84639 -2.19677 -2.85546
H 2.14367 -1.61431 2.62998
C -7.02688 -0.61086 -6.48201
O 6.58959 2.15212 3.09574
H -6.83357 -2.87957 -0.20636
H 1.92805 5.15526 4.58091
H 4.35089 -5.19620 7.05282
O -1.78677 1.22441 -8.75997
N 1.04960 0.42962 2.62664
C -0.08416 -2.46468 0.97175
O -0.84451 -0.74313 -1.60953
C -2.65442 -0.26565 2.96963
H 1.29769 9.93334 4.60439
H -3.82835 -2.31219 0.39543
H 5.07525 0.19458 4.04301
O 4.94487 -6.59098 5.63022
H -2.27004 -0.88358 -3.15258
C -6.69825 -1.78857 0.01923
H 1.94229 0.69323 -7.96791
C 5.82953 -5.83217 4.97012
H 3.62213 4.65280 4.47037
H -0.80749 0.93148 1.74845
H -6.27665 -1.67628 1.06951
C -0.13692 -0.90611 0.74309
C 2.52095 7.66203 4.08393
O 3.34062 6.67353 4.47192
C 2.28038 9.97210 4.13227
H -1.65108 -3.08518 -1.17207
O -5.87127 -0.82449 -7.12670
C -2.38027 1.74469 -9.95061
O 3.05271 8.82160 4.48021
O 1.12298 -0.56422 0.05903
H -2.23567 -2.65907 1.77208
H 0.53210 -2.77908 1.87110
H -9.14204 -1.56399 -5.23930
O 5.82011 -4.62664 4.90366
O 0.19791 2.11132 -9.40759
H 3.26909 -6.57234 6.79296
C -9.20685 -1.39843 -6.31590
H 2.80844 10.84895 4.50371
C -2.15307 -3.60232 -0.30369
O -3.56251 -0.96173 3.35861
H 7.30065 -5.40287 2.83001
H -4.13875 -4.09191 0.49185
C 7.73933 -5.96837 3.65371
H -1.28391 -4.18179 1.62356
H -0.74983 0.06236 -4.68096
H 3.01028 -1.23896 4.96945
H 2.84046 1.35983 1.88198
H 3.32800 -5.28499 5.57964
H -0.84071 -0.10686 4.18010
C 1.90060 -0.65994 3.15615
C -0.75924 0.61744 -3.70135
C -4.51383 -3.34513 -1.53898
H 5.98268 -1.29737 4.33686
C -4.82160 0.06707 -6.75544
H -6.24631 -0.11394 -1.44462
O -7.91870 -1.50779 -6.92106
H -2.30997 2.83318 -9.97208
H -0.96488 -1.74207 3.42188
H -3.86440 -3.78546 -2.36456
C -1.28800 -0.44237 -0.27059
H 1.54274 2.21640 -7.10661
C 8.58597 3.54108 4.16212
H 6.19349 -0.45397 2.79559
H -5.09229 1.09844 -6.98761
C 6.02424 -0.31555 3.86498
C -1.67879 -0.10712 -2.59196
H -4.27596 -1.33375 -2.62780
C -1.49276 -3.18713 1.10928
O 8.29388 2.20942 4.59008
H 7.73872 4.20144 4.35311
H 0.43050 -2.92878 0.07210
H -1.11102 1.68952 -3.82919
O 6.72490 -6.64341 4.39812
H 1.54216 0.67179 -6.24461
H 0.26782 0.68394 -3.22961

Entry 3:
138
Properties=species:S:1:pos:R:3 method="wB97M-V/def2-TZVPD" e_tot_ha=-4119.8084 fmax_ha_per_bohr=0.11723 orbital_gap_ev=10.3 charge=0 e_above_lowest_ev=4.456 smiles="COC(=O)OC.COC(=O)OC.COC(=O)OC.COC(=O)OC.COC(=O)OC.COC(=O)OC.COC(=O)OC.COC(=O)OC.COC(=O)OC.O=C1OCCO1.O=C1OCCO1.O=C1OCCO1"
C 0.14677 0.80902 8.88314
H -2.91011 -13.01213 4.04829
H 0.71337 1.22581 1.99827
H -4.52702 0.29896 -13.15171
C 4.09250 -6.16338 3.77147
H -2.07857 0.55514 1.69474
H 3.02420 -0.64582 -6.54292
O -3.36741 -10.10705 4.27794
H -1.92494 9.63156 3.18520
O -2.91560 -11.53560 2.55476
H 6.71731 0.14112 -0.33753
H -1.89475 10.82843 -6.19197
C -7.07733 -0.98613 4.03787
O -0.37632 1.42653 -1.87542
H 2.59497 5.93847 5.06344
H 1.60579 -1.69005 -8.75378
H 1.68563 -1.45998 9.04356
O 0.13495 -0.13701 9.88004
O 7.86850 0.07661 3.34096
O 1.50175 7.21047 4.05960
H -2.95353 6.33001 -2.56770
H -4.47431 -12.40904 3.46732
C 4.63200 -7.26421 5.75735
H -4.84479 -3.34462 -4.94727
H 8.10854 1.20264 -0.40779
H -1.24650 2.65102 7.38905
H 3.80862 -7.82631 6.19799
H -4.08832 -3.64875 -3.38219
C -3.46385 -12.68690 3.16755
H 1.69919 -0.89034 10.76073
C -2.26314 -8.12802 2.71050
H 4.24308 5.61088 -1.52424
O 3.16323 -2.66995 -6.09029
O -3.44060 0.68516 -10.82095
H -1.61391 -7.86538 3.54574
H -1.92564 -7.73827 1.75014
H 3.17522 7.61292 4.99573
H -3.45429 -3.13135 6.54970
C -0.44904 1.30549 -0.68307
O -3.17850 -7.14776 -4.65702
H 4.67935 -4.40202 1.59786
O -3.98728 -5.22217 -4.73846
C 2.77587 6.78831 4.40528
H 3.87319 -1.61844 -7.71902
C 3.03168 -1.62278 -7.02624
H -3.21696 -7.62019 2.85347
C -1.11688 0.31285 1.24246
C -4.23006 1.63493 -10.83580
C -2.92121 -5.94201 -4.18808
O 4.34644 -7.15488 3.08893
H 6.43923 0.69360 4.60984
H 8.25688 -0.55974 -0.83933
C 7.79609 0.18200 -0.18697
C -1.01267 2.85588 8.43378
O 0.84621 0.72982 7.86598
C 3.70323 -4.75774 1.92762
H -4.23159 -2.43024 8.03309
O -2.45025 9.90990 -3.85046
C 1.14917 8.39147 3.70629
C -2.92973 7.38292 -2.84861
C 1.08497 -1.19950 9.91501
H 3.33943 -5.54445 1.26668
O 1.79554 -3.43164 -7.54980
H 5.23457 -7.06347 6.64320
O -0.83922 1.62490 9.15159
H -6.13962 0.92400 -13.10625
H -1.27500 -7.83768 -4.36964
O 5.66599 5.84845 -2.94727
H -2.16834 7.81378 -2.19843
O -5.03441 1.99101 -11.89065
H -0.96892 9.83496 -7.43147
H -0.64219 -0.50525 1.78420
O 0.14618 2.01396 0.21657
H 3.41368 6.67682 3.52844
O -5.01969 -0.72657 6.08674
C -5.09360 1.22364 -13.04188
H -7.36780 -1.43227 3.08672
H -2.46369 -9.04581 -4.83914
C -4.03476 -3.87538 -4.44702
C -2.29788 -8.17578 -4.20380
H -2.63238 2.45909 -8.71660
H 5.22303 -7.92968 5.12810
O 7.96574 -0.22730 1.15690
O -5.45902 -2.98294 6.33996
H -0.67194 9.77825 2.07537
C 7.37444 0.51616 2.12910
C -3.70181 2.29771 -8.58103
H 3.20353 7.37412 -2.20760
H 2.96505 -4.02699 1.59720
O -2.32614 -9.50308 2.39562
O -6.62621 -1.91578 4.99035
H -0.14318 3.51251 8.40396
C 1.73423 -1.97316 -7.70905
H -3.84332 1.24690 -8.32829
O -4.41182 2.54694 -9.83025
H -8.06299 -0.63092 4.33852
C -1.25526 9.96783 -6.38818
H -4.66955 1.85913 -13.81933
H -0.76988 2.26526 2.11459
H 7.95094 0.11589 5.39055
O -1.85075 8.78312 -5.80658
C -2.82174 -10.37566 3.20614
C 3.64554 6.85271 -3.05663
H 7.87892 1.71682 4.77886
H -2.50596 -8.47098 -3.17538
C 4.36614 5.62590 -2.60717
C -5.64612 -1.76087 5.76335
C -0.83581 9.64846 3.14514
H -0.23814 10.25039 -6.11666
O 6.80861 7.45261 -4.04090
H -3.91236 7.80687 -2.64171
C -2.36417 8.91891 -4.60867
O 4.03525 -6.17040 5.07730
H 2.85656 6.55467 -3.74712
H -6.37955 -0.17829 3.81744
H 0.43049 -2.02467 10.19587
O -1.23756 0.32206 -0.13140
O -0.18378 8.44130 3.57405
C 2.48517 -3.67284 -6.47696
O -2.03349 -5.52930 -3.42477
C 5.75548 6.97448 -3.60678
H -0.34599 10.41464 3.74607
H -4.09499 2.93938 -7.79250
C -4.33304 -3.11913 7.19450
O 1.96459 9.30401 3.53008
O 2.60413 -4.78898 -6.03578
H -3.47427 -13.50273 2.44477
H 0.91790 -1.46860 -7.19221
H -3.13732 -3.31083 -4.69996
C 7.52865 0.70471 4.57626
C -0.21826 1.53402 1.52374
O -2.64699 7.66801 -4.23924
O 4.60830 7.56329 -3.69280
O 3.71461 -4.97484 3.27379
H -4.43901 -4.12447 7.60211
H 3.98384 4.71553 -3.06887
O 6.57755 1.44067 2.02590
H -1.88926 3.37259 8.82454